Entry 1:
9
Properties=species:S:1:pos:R:3 method="wB97M-V/def2-TZVPD" orbital_gap_ev="8.23 / 8.34" homo_ev="-4.5 / -4.6" lumo_energy_ev="3.76 / 3.76" relative_energy_kj_mol=736.6 charge=-1 max_force_ha_per_bohr=0.08658 molar_mass_da=113.0
O 0.3613 -0.1166 -1.5826
O 3.0634 0.9295 -2.8764
O 3.0308 -0.2940 1.3378
O 0.9336 -1.0054 0.6136
C 0.1792 -0.0883 -0.1720
C 1.3458 0.9073 -0.0617
C 1.4619 0.6524 -1.4420
C 2.0171 -0.1177 0.7388
H -0.8632 -0.0412 0.1289

Entry 2:
13
Properties=species:S:1:pos:R:3 method="wB97M-V/def2-TZVPD" orbital_gap_ev="6.16 / 4.69" homo_ev="-6.9 / -6.1" lumo_energy_ev="-0.78 / -1.39" relative_energy_kj_mol=534.4 max_force_ha_per_bohr=0.02987 molar_mass_da=94.1
O -1.7281 -0.4125 -0.6795
C -0.4889 1.2910 0.2809
C 2.3474 -1.1220 0.4875
C 1.7445 0.0630 0.3810
C 0.3615 0.2201 0.0506
C -1.8426 0.9741 -0.2293
C -0.4775 -0.7384 -0.5700
H -0.1919 2.2244 0.7422
H -0.2099 -1.7437 -0.8863
H 3.4314 -1.2055 0.6085
H -2.6775 0.9891 0.4784
H -2.1104 1.5596 -1.1205
H 1.8419 -2.0991 0.4566

Entry 3:
11
Properties=species:S:1:pos:R:3 method="wB97M-V/def2-TZVPD" orbital_gap_ev=10.44 homo_ev=-9.8 lumo_energy_ev=0.66 relative_energy_kj_mol=231.6 max_force_ha_per_bohr=0.02575 molar_mass_da=74.1
O 0.3553 -1.9735 -2.1259
O -0.7535 2.4948 1.7281
C -0.7468 0.0670 1.8288
C -0.5087 1.4198 1.2587
C 1.4136 -1.7464 -2.6286
H 1.7513 -1.7377 -3.6873
H 2.2916 -1.4857 -2.0361
H 0.2598 1.2959 0.4579
H -1.7587 -0.2915 2.0151
H -0.0365 0.1219 2.6663
H -0.3038 -0.5861 1.0722

Entry 4:
23
Properties=species:S:1:pos:R:3 method="wB97M-V/def2-TZVPD" orbital_gap_ev="12.01 / 6.34" homo_ev="-19.2 / -19.2" lumo_energy_ev="-7.23 / -12.81" spin_multiplicity=2 relative_energy_kj_mol=364.2 charge=+2 max_force_ha_per_bohr=0.12210 s2=0.7545 molar_mass_da=119.2
O -1.9943 -0.4966 -1.2292
N -1.1712 -1.1420 1.4978
N 0.6718 -0.4346 -0.0297
C 1.1269 -0.0929 1.3562
C -0.3043 -0.0653 2.1095
C 0.1967 0.6799 -0.8060
C -0.7900 0.0697 -1.9112
C 1.3772 1.3964 -1.3874
H 1.5828 -1.0021 -0.4633
H -0.6607 1.3458 -0.3350
H 1.8341 -0.9544 1.6286
H -0.7218 -2.0430 1.5688
H -1.9876 -1.2908 1.9977
H -1.3112 -1.0293 0.5182
H -0.2810 -0.7285 -2.4372
H 1.6021 0.8278 1.5589
H 1.7474 0.8833 -2.2261
H -0.2251 -0.1532 3.2018
H -0.8512 0.8328 1.8067
H 2.1754 1.3771 -0.5723
H -1.1555 0.9510 -2.4218
H 1.1246 2.4449 -1.7250
H -1.9852 -1.3758 -1.7000

Entry 5:
20
Properties=species:S:1:pos:R:3 method="wB97M-V/def2-TZVPD" orbital_gap_ev=4.52 homo_ev=-12.4 lumo_energy_ev=-7.90 relative_energy_kj_mol=734.9 charge=+1 max_force_ha_per_bohr=0.05627 molar_mass_da=101.2
N -2.0231 -0.2120 -0.8246
N 0.1417 -0.6435 1.9534
C 1.7849 -0.0755 -1.0616
C 0.3026 0.1645 -1.3803
C 2.1487 -0.1654 0.3993
C -0.7036 -0.5826 -0.8485
C -2.3475 0.9762 -0.0810
H -1.6391 1.7775 -0.2604
H 2.5345 0.7443 0.8390
H 1.1117 -0.3936 1.0487
H 2.3870 0.5819 -1.6864
H -2.7014 -0.9585 -0.7582
H -0.3867 -1.4506 -0.2475
H -3.3565 1.3509 -0.2467
H 2.9206 -0.9286 0.5380
H -2.2399 0.7722 1.0235
H -0.2913 0.1942 2.3727
H 0.0367 1.0233 -1.9988
H 0.4886 -1.1297 2.7948
H 1.8320 -1.0450 -1.5754

Entry 6:
16
Properties=species:S:1:pos:R:3 method="wB97M-V/def2-TZVPD" orbital_gap_ev=9.56 homo_ev=-8.9 lumo_energy_ev=0.61 relative_energy_kj_mol=159.6 max_force_ha_per_bohr=0.05634 molar_mass_da=122.3
S 2.2663 -0.8578 2.1906
S 1.6078 -1.6170 0.4208
C -0.8867 1.4221 0.1228
C 0.1090 1.2362 -0.9688
C -0.2261 -2.0288 0.7812
C -0.2256 0.6938 -2.1456
H 0.3526 0.7369 -3.0597
H 1.1260 1.5623 -0.7086
H -1.0434 2.4880 0.3841
H -0.6421 -1.2799 0.1205
H -0.5563 -2.1322 1.8060
H 2.1145 0.4671 2.0833
H -0.1792 -3.0209 0.3195
H -0.6923 0.9394 1.0937
H -1.2690 0.3627 -2.2685
H -1.8558 1.0279 -0.1712

Entry 7:
32
Properties=species:S:1:pos:R:3 method="wB97M-V/def2-TZVPD" orbital_gap_ev=8.49 homo_ev=-8.0 lumo_energy_ev=0.49 relative_energy_kj_mol=88.8 max_force_ha_per_bohr=0.10745 molar_mass_da=227.3
S 2.0462 1.7933 3.3335
O -0.5817 -0.3966 0.0426
O -2.2783 -0.1249 -1.3634
N 0.3333 -2.0011 -2.5710
C 1.2229 -3.3948 -4.0421
C -0.4470 0.3098 2.3415
C 0.0777 0.5510 0.9193
C -0.1022 -3.8194 -3.7517
C 1.4605 -2.2691 -3.3001
C 0.3766 2.4408 3.6209
C -0.6240 -2.9374 -2.8432
C -0.5579 1.5558 -1.1437
C -0.1275 1.9210 0.2848
C -1.3086 0.2477 -0.8919
C -0.8041 1.5469 3.1452
H -1.5253 2.1602 2.6302
H 0.2258 -1.2344 -1.9332
H 1.1177 0.2599 0.9023
H 0.2955 3.4288 3.2034
H 0.2750 2.5776 4.6855
H -0.9558 2.4633 0.7015
H 1.9197 -3.8619 -4.7182
H -1.1898 2.3133 -1.5782
H 0.2192 -0.3388 2.8796
H -1.3645 -0.2555 2.2260
H -1.3123 1.1932 4.0335
H -1.5891 -2.8941 -2.3678
H 2.3307 -1.6388 -3.2272
H -0.6130 -4.6739 -4.1636
H 2.4500 1.3447 4.5328
H 0.2348 1.2635 -1.8262
H 0.7952 2.4701 0.2387

Entry 8:
87
Properties=species:S:1:pos:R:3 method="wB97M-V/def2-TZVPD" orbital_gap_ev=9.78 homo_ev=-9.3 lumo_energy_ev=0.46 max_force_ha_per_bohr=0.01673 molar_mass_da=562.6
Br -0.8698 4.1902 -2.0344
F -3.2649 -1.1366 -0.9079
O 3.9612 0.2031 -1.6070
O -5.9267 -2.0411 -2.1351
O -0.6913 -4.6045 -0.5389
O 2.6053 3.5531 1.3062
O 1.4210 -0.8344 -1.6242
O -2.1512 1.3001 -3.0468
N -0.0060 0.6669 -2.6161
C 0.8321 0.4381 -1.4465
C 1.9235 1.5278 -1.3916
C -0.8433 3.0045 -0.4678
C 1.7108 0.0049 1.4731
C -1.6796 3.6217 0.6585
C -0.8451 4.2782 1.7583
C -2.3990 -1.0248 0.2103
C 1.8747 -1.5221 1.4959
C -1.2743 -5.7338 -2.6318
C 1.0888 -2.2948 2.5628
C -6.2836 -3.4078 -2.0180
C 3.1245 1.1585 -2.2531
C -1.2208 1.1923 -2.3014
C 5.3062 0.7100 0.3868
C 2.7583 5.4919 2.7882
C -0.2313 0.4473 -0.2689
C 5.2253 0.6523 -1.1291
C -2.6713 -2.2196 1.0926
C -1.2246 1.5465 -0.8137
C 0.3808 0.7184 1.1307
C -0.9727 -0.9157 -0.3390
C -1.1803 -4.4294 -1.8664
C -6.0132 -3.9650 -0.6319
C 3.4600 4.2981 2.1742
C -0.6290 0.5757 2.2759
H 1.6695 -1.9439 0.5088
H -0.5579 -3.7096 -2.4092
H -2.7253 -0.1136 0.7173
H -0.3554 -1.6949 0.1054
H 2.4411 6.1958 2.0151
H -6.3276 -5.0078 -0.5606
H -1.6853 -5.5667 -3.6282
H 4.3611 4.6128 1.6376
H -2.1682 -3.9819 -1.7479
H 1.8748 5.1728 3.3418
H -2.3500 4.3689 0.2282
H -0.1531 0.8641 3.2176
H 0.0868 0.0532 -3.4120
H 6.1819 1.2912 0.6905
H 3.7067 2.0476 -2.5176
H 0.0656 3.7073 1.9700
H -2.1211 -2.1413 2.0312
H 2.2595 1.7197 -0.3729
H -1.9151 -6.4405 -2.1039
H 0.6701 1.7753 1.1338
H 2.9426 -1.6986 1.6690
H 0.1662 -2.7258 2.1713
H 2.2959 -0.8420 -1.2029
H 0.2084 3.0457 -0.1994
H 3.7664 3.5901 2.9444
H -0.9953 -0.4437 2.3933
H 1.9985 0.3736 2.4670
H 1.6814 -3.1278 2.9491
H 1.4980 2.4541 -1.7883
H 4.4227 1.1969 0.8048
H 2.3163 4.1411 0.5975
H -5.7629 -4.0114 -2.7719
H 0.1926 -4.9847 -0.5867
H -3.7368 -2.2650 1.3294
H -4.9868 -1.9617 -1.9310
H 3.4246 6.0216 3.4701
H -2.3300 2.8502 1.0785
H -2.2575 1.4042 -0.4946
H -0.5413 5.2912 1.4800
H 5.4459 1.6352 -1.5624
H -1.4955 1.2265 2.1394
H -7.3491 -3.4525 -2.2464
H 0.8305 -1.6584 3.4140
H 5.9733 -0.0451 -1.5212
H 2.4810 0.3920 0.7976
H 2.7790 0.7043 -3.1877
H -1.0621 -1.1888 -1.3939
H 5.4002 -0.2888 0.8196
H -6.5502 -3.3854 0.1199
H -0.2871 -6.1876 -2.7488
H -1.4087 4.3525 2.6913
H -2.3669 -3.1526 0.6104
H -4.9460 -3.9177 -0.4003